{"formula": "C31H63BBr2NO20P2S5", "method": "ωB97M-V with the def2-TZVPD basis set", "gap_ha": 0.310, "max_force_ev_per_a": 8.728, "e_homo_ev": -11.69, "spin_multiplicity": 1, "lumo_energy_ev": -3.252, "charge": 1, "species": ["Br", "Br", "S", "S", "S", "S", "S", "P", "P", "O", "O", "O", "O", "O", "O", "O", "O", "O", "O", "O", "O", "O", "O", "O", "O", "O", "O", "O", "O", "N", "C", "C", "C", "C", "C", "C", "C", "C", "C", "C", "C", "C", "C", "C", "C", "C", "C", "C", "C", "C", "C", "C", "C", "C", "C", "C", "C", "C", "C", "C", "C", "B", "H", "H", "H", "H", "H", "H", "H", "H", "H", "H", "H", "H", "H", "H", "H", "H", "H", "H", "H", "H", "H", "H", "H", "H", "H", "H", "H", "H", "H", "H", "H", "H", "H", "H", "H", "H", "H", "H", "H", "H", "H", "H", "H", "H", "H", "H", "H", "H", "H", "H", "H", "H", "H", "H", "H", "H", "H", "H", "H", "H", "H", "H", "H"], "positions_angstrom": [[2.952535, -1.922813, 2.188752], [0.389214, 0.225112, 2.962019], [4.126119, -5.493957, -0.727702], [-7.696673, 4.572979, 4.346327], [-6.510919, -0.799028, 2.356148], [-2.933729, 1.651072, 1.798569], [-1.551325, -4.770277, -3.750950], [1.157268, -1.700227, 0.734188], [6.632369, 1.192860, 0.185382], [5.530782, -5.810035, -0.893437], [-8.830698, 3.900474, 3.748114], [1.170257, 5.254884, 0.798070], [0.403106, 3.335486, -0.715024], [-0.840222, 0.226194, 0.396395], [-2.089040, -5.657602, -2.741172], [3.256088, -1.229108, -3.733262], [0.899847, -1.191341, -4.416757], [1.771268, -2.028747, -0.903092], [7.687855, -0.086245, -0.356282], [-7.215522, 4.249705, 5.674650], [-0.127155, -4.625376, -3.977219], [-4.175185, 2.617998, 1.676130], [-7.694756, -0.996672, 1.546456], [-5.179990, -1.106976, 1.872155], [3.589547, -4.178873, -1.008377], [-2.709715, 1.491018, 3.348617], [6.050539, 0.866481, 1.653614], [7.530613, 2.674476, 0.349167], [2.722464, 4.468169, -1.033614], [0.676160, 2.051978, -0.626569], [-6.761904, -1.597684, 3.934379], [2.276814, -6.655736, 0.707270], [-6.523603, 0.871530, 2.976382], [-2.279383, -3.153483, -3.532855], [-3.584554, -4.254022, -5.309238], [-1.480711, 2.509348, 0.980580], [-2.344758, -5.135855, -5.304150], [3.824251, 0.393735, -0.507457], [-7.299414, 0.781477, 4.282046], [-6.868806, 6.865183, 3.291382], [5.159867, 1.259316, -1.026237], [7.560170, 3.459610, -0.893572], [8.115031, -0.961964, 0.746542], [3.144114, -6.706172, -1.598254], [1.432591, 1.404121, 0.517035], [0.759397, 1.370160, -2.008756], [-3.129405, -2.896410, -4.776014], [8.500370, 2.815980, -2.088333], [-7.954377, 6.336822, 4.227566], [-0.743839, 1.582926, -0.203654], [-6.496355, 5.732756, 2.335617], [6.975859, -2.154050, 1.023477], [-6.329129, 4.496380, 3.206340], [0.525455, 0.061209, 0.932819], [-6.794651, -0.481922, 4.977486], [2.207473, -0.509973, -4.145802], [2.447557, -7.541905, -0.525674], [3.620199, -5.971770, 0.912833], [1.961962, 1.987518, -2.973258], [3.054783, 1.320356, 0.564706], [2.234490, 1.115588, -4.338274], [1.393579, 4.309105, -0.350622], [2.946804, 2.244655, -2.396200], [1.498641, -5.906419, 0.519095], [1.982441, -7.235829, 1.586739], [5.477792, 0.787517, -2.057876], [-1.592170, 1.588425, -1.002262], [-5.782612, -0.306840, 5.362270], [7.474267, -2.933453, 1.744108], [-0.734832, 2.907076, 1.785868], [3.088446, 5.392376, -0.816109], [2.690945, -2.432702, -0.731752], [-0.221355, 1.544066, -2.658553], [3.231995, 0.052534, -1.452933], [-5.944426, -2.298758, 4.120773], [-2.574850, -6.200924, -5.364729], [-1.656685, -4.852531, -6.106227], [2.007252, 5.191475, 1.346902], [-6.366180, 3.564064, 2.640303], [-4.347962, -4.675334, -4.644298], [4.300305, -0.601700, -0.050305], [-8.953775, 6.506471, 3.817575], [3.560599, -5.092510, 1.556520], [9.081451, -1.540145, 0.361427], [1.487218, -7.924568, -0.885140], [-5.486243, 1.170208, 3.154489], [-4.015940, -4.172934, -6.311216], [-2.524876, -2.389400, -5.537868], [9.609544, 3.169314, -1.860120], [6.504685, 3.737387, -1.323222], [-6.986759, 1.537678, 2.246508], [-2.891663, -3.176877, -2.627185], [-1.927323, 3.480259, 0.447814], [3.796187, -7.319277, -2.225487], [-5.986696, 7.154400, 3.875481], [1.232038, 2.023724, 1.522931], [-3.979359, -2.246480, -4.545650], [-5.404517, 4.547217, 3.789051], [0.835412, 0.217222, -1.834100], [3.282181, 1.453905, -4.780850], [3.543604, 2.408834, 0.513672], [-3.326538, 0.454358, 1.170613], [-7.879392, 6.782674, 5.222610], [8.074992, 4.499455, -0.612771], [-7.426390, -0.755360, 5.828389], [0.935413, -2.009017, -3.832890], [1.532407, 3.037786, -3.347315], [4.809436, 2.369121, -1.261134], [6.004111, -1.740368, 1.537650], [4.364138, -6.673707, 1.301273], [8.128473, 3.212225, -3.143927], [-5.583287, 5.957008, 1.776470], [2.421544, -6.172521, -2.221774], [8.469452, 1.646895, -2.145964], [1.430857, 1.488997, -5.134635], [3.071056, -8.407082, -0.269445], [-1.486088, -2.409174, -3.426999], [6.651411, -2.615098, -0.014529], [-8.372203, 0.686455, 4.075807], [8.367644, -0.356113, 1.718455], [-7.210922, 7.753945, 2.751977], [3.346735, 0.930929, 1.655418], [-7.306714, 5.576880, 1.613494], [-7.151143, 1.671955, 4.899858], [-7.712755, -2.136153, 3.894318]], "forces_ev_per_angstrom": [[-0.6, 0.4, -1.2], [-0.1, -0.3, -1.1], [0.8, -0.9, 0.2], [0.1, -0.1, 0.2], [-0.6, 0.4, 0.2], [-4.8, 3.8, 6.2], [0.0, -0.4, 0.0], [0.0, -2.7, -1.3], [-0.4, -1.6, 5.4], [-0.6, 0.7, -0.1], [0.3, 0.0, 0.4], [1.2, -3.3, -2.2], [1.8, 4.7, 0.1], [4.2, 1.6, -1.5], [0.5, 0.3, -0.3], [-6.7, 4.8, -2.5], [3.5, 1.5, 2.0], [0.7, 1.1, 3.5], [-1.9, 2.5, 1.5], [-0.4, -0.2, -0.4], [-0.1, -0.1, 0.4], [4.4, -3.2, -1.1], [0.7, -0.1, 0.0], [0.2, 0.0, -0.5], [0.2, 0.4, 0.0], [0.4, -0.4, -5.8], [1.9, 1.3, -5.4], [-2.1, -2.2, -2.6], [-3.3, 0.8, 1.8], [-3.5, -5.6, -0.7], [0.0, -0.5, 0.5], [-0.3, 0.0, 0.1], [0.0, 0.4, 0.2], [-0.2, 0.7, 0.2], [-0.3, 0.0, 0.0], [1.6, 1.9, -1.7], [-0.2, -0.1, -0.5], [2.0, -0.3, -0.2], [-0.3, 0.1, 0.1], [0.2, 0.3, -0.1], [-0.8, 0.0, -2.0], [1.3, 1.7, -1.4], [0.2, -2.1, 0.8], [-0.4, -0.3, -0.5], [1.4, 0.4, 3.9], [1.2, -0.7, -3.1], [-0.1, 0.3, -0.2], [0.0, 0.3, 0.1], [-0.2, 0.7, 0.1], [-5.8, -0.8, 2.9], [-0.1, 0.1, -0.3], [0.2, 0.8, -0.1], [0.4, -0.1, -0.4], [0.9, 2.0, 0.4], [0.1, 0.1, 0.3], [3.2, -3.9, 1.6], [-0.1, -0.4, 0.1], [-0.2, 0.0, 0.5], [-0.5, 1.0, 0.1], [0.7, -0.3, 0.4], [-0.3, 0.4, -0.8], [3.5, 3.2, 1.4], [-1.9, -0.9, -1.0], [0.1, -0.1, 0.1], [0.0, 0.1, -0.1], [-0.4, 0.9, 2.0], [2.4, 0.1, 0.6], [-0.1, 0.0, -0.1], [-1.0, 1.3, -1.6], [-1.6, -1.1, -1.1], [-0.8, -2.0, -0.3], [-1.4, 0.3, -0.8], [1.9, -0.1, 2.0], [1.0, 0.9, 1.8], [-0.2, 0.0, -0.2], [0.2, 0.1, 0.1], [0.0, -0.1, 0.2], [-1.3, 0.5, -0.9], [0.0, 0.1, 0.2], [0.1, 0.0, -0.1], [-1.4, 2.2, -0.7], [0.1, -0.2, 0.1], [0.1, 0.0, -0.1], [-2.0, 1.6, 0.7], [0.2, 0.1, 0.0], [-0.2, -0.1, 0.0], [0.1, 0.0, 0.2], [-0.1, -0.1, 0.1], [-2.4, -0.9, -0.8], [1.8, -0.8, 1.1], [0.1, -0.3, -0.1], [0.2, -0.1, -0.1], [0.7, -2.3, 1.3], [0.0, 0.3, 0.1], [-0.1, 0.0, -0.1], [0.2, -0.6, -2.8], [0.2, -0.1, 0.0], [-0.2, -0.1, 0.0], [0.1, 2.1, -0.1], [-2.2, -1.0, 1.1], [-1.5, -2.2, 0.1], [0.8, 0.7, 0.3], [-0.1, -0.2, -0.1], [-1.3, -2.4, -0.4], [0.1, 0.0, -0.2], [0.3, 0.8, -1.1], [1.1, -2.3, 0.8], [1.0, -2.2, 0.6], [2.1, -0.6, -0.9], [0.0, 0.2, -0.1], [0.9, -0.6, 2.3], [-0.1, -0.1, 0.1], [0.2, 0.0, 0.1], [0.0, 2.2, 0.3], [1.6, -1.3, 1.7], [-0.1, 0.1, 0.0], [0.0, -0.2, 0.1], [0.9, 0.7, 2.2], [0.1, 0.1, 0.0], [-0.6, -1.2, -2.0], [0.0, -0.1, 0.1], [-0.9, 0.9, -2.3], [0.1, 0.0, 0.1], [-0.1, -0.1, -0.1], [0.2, 0.1, -0.2]], "mulliken_charge": [-0.2218, 0.0722, 1.0123, 1.2749, 1.2033, 0.9866, 1.1579, 0.0011, 0.9048, -0.7125, -0.6731, -0.5424, -0.1677, -0.4670, -0.6705, -0.5321, -0.4482, 0.1637, -0.3548, -0.7029, -0.6427, -0.5083, -0.7039, -0.6557, -0.5918, -0.6310, -0.6867, -0.4547, -0.5724, 1.0618, -0.6856, -0.5087, -0.4592, -0.0211, -0.6278, -0.7591, -0.7158, 1.2577, -0.3322, -0.6616, -1.0202, -0.0394, -0.3849, -0.5218, -1.2001, -0.3855, -0.6944, -0.7674, -0.7142, -0.0735, -0.7788, -0.5298, 0.0667, 0.6431, -0.8207, 0.5481, -0.6527, -0.5874, 0.1777, -1.1861, -0.7310, 0.5631, -0.4033, 0.1890, 0.3925, 0.4847, 0.4723, 0.2947, 0.3760, 0.2784, 0.3099, 0.1873, 0.4177, -0.7024, 0.3700, 0.4211, 0.3377, 0.3357, -0.2904, 0.2972, 0.0966, 0.3590, 0.2566, 0.3167, 0.3735, 0.1111, 0.3513, 0.2690, 0.2886, -0.0236, 0.5212, 0.3660, 0.4477, 0.3398, 0.3058, 0.7192, 0.3658, 0.3618, 0.0124, 0.3247, 0.3161, 0.1834, 0.3399, 0.3331, 0.3981, 0.3212, 0.4832, 0.1991, 0.0023, 0.3602, 0.2664, 0.3265, 0.1877, 0.2281, 0.3708, 0.2990, -0.1612, 0.1802, 0.3644, 0.3088, 0.3385, 0.3326, 0.3761, 0.0569, 0.3613]}